A single C9H11N3O2 molecule in a non-equilibrium geometry, computed with ωB97M-V/def2-TZVPD.

Its SMILES is O=N/N=N\[C@@H]1C[C@H]1[C@@]1(O)C=CC=CC1. For the relative energy (zero: lowest compared OMol25 entry of this formula, charge and spin), the calculation gives 163.2 kcal/mol. The value obtained for the LUMO energy is 0.3019 eV. The orbital gap comes out at 8.99 eV.

Last columns: bonded neighbours and bond lengths (Å).
Positions of all 25 atoms, in Å:
1 O -3.421 2.383 -1.949  N2 1.186
2 N -2.349 2.482 -1.454  O1 1.186, N3 1.171
3 N -1.230 2.729 -1.695  N2 1.171, N4 1.165
4 N -0.083 2.810 -1.505  N3 1.165, C5 1.438
5 C 0.608 1.567 -1.291  N4 1.438, C6 1.483, C7 1.510, H15 1.096
6 C 0.520 0.362 -2.149  C5 1.483, C7 1.465, H16 1.134, H17 1.074
7 C 0.028 0.272 -0.772  C5 1.510, C6 1.465, C8 1.559, H18 1.113
8 C 0.868 -0.614 0.196  C7 1.559, O9 1.393, C10 1.502, C14 1.524
9 O 2.164 -0.869 -0.247  C8 1.393, H19 0.929
10 C 0.919 0.092 1.521  C8 1.502, C11 1.319, H20 1.133
11 C 0.097 -0.153 2.522  C10 1.319, C12 1.444, H21 1.095
12 C -0.994 -1.086 2.362  C11 1.444, C13 1.324, H22 1.174
13 C -0.982 -1.975 1.381  C12 1.324, C14 1.549, H23 1.052
14 C 0.196 -1.971 0.374  C8 1.524, C13 1.549, H24 1.044, H25 1.135
15 H 1.614 1.888 -0.996  C5 1.096
16 H -0.208 0.417 -3.017  C6 1.134
17 H 1.380 -0.237 -2.386  C6 1.074
18 H -1.056 0.093 -0.591  C7 1.113
19 H 2.546 -0.022 -0.219  O9 0.929
20 H 1.814 0.771 1.662  C10 1.133
21 H 0.332 0.177 3.539  C11 1.095
22 H -1.820 -1.161 3.193  C12 1.174
23 H -1.708 -2.713 1.198  C13 1.052
24 H 0.858 -2.629 0.841  C14 1.044
25 H -0.094 -2.612 -0.517  C14 1.135

Löwdin atomic charge list, values in e, 2 entries: O 0.00; N -0.10

***

2 unconnected molecules or ions with the total composition C15H30N2O7SSi in a non-equilibrium geometry, computed with ωB97M-V/def2-TZVPD.

Its SMILES is CCSC[C@@]1(CCN)OC(=O)O[C@]1(CCOC=O)[Si](C)(C)C.C[N+](=O)[O-]. The value obtained for the LUMO energy is 0.0862 eV. The orbital gap comes out at 9.08 eV.

Last columns: bonded neighbours and bond lengths (Å).
Positions of all 56 atoms, in Å:
1 C 0.242 1.829 4.591  C2 1.548, H23 1.084, H24 1.087, H25 1.084
2 C 1.014 0.805 3.724  C1 1.548, S3 1.826, H26 1.084, H27 1.086
3 S -0.020 0.491 2.253  C2 1.826, C4 1.820
4 C 0.981 -0.388 1.012  S3 1.820, C5 1.557, H28 1.085, H29 1.086
5 C 0.190 -1.375 0.105  C4 1.557, C6 1.579, O9 1.448, C13 1.516
6 C 1.222 -2.567 0.026  C5 1.579, C7 1.533, H30 1.090, H31 1.087
7 C 1.101 -3.503 1.234  C6 1.533, N8 1.497, H32 1.090, H33 1.083
8 N 2.426 -4.166 1.451  C7 1.497, H34 1.016, H35 1.016
9 O -0.958 -2.035 0.692  C5 1.448, C10 1.359
10 C -1.578 -2.601 -0.377  O9 1.359, O11 1.141, O12 1.378
11 O -2.479 -3.300 -0.345  C10 1.141
12 O -0.991 -2.235 -1.570  C10 1.378, C13 1.469
13 C -0.302 -0.972 -1.271  C5 1.516, O12 1.469, C14 1.585, Si19 1.937
14 C -1.472 0.074 -1.487  C13 1.585, C15 1.533, H36 1.090, H37 1.083
15 C -2.141 0.733 -0.275  C14 1.533, O16 1.468, H38 1.090, H39 1.088
16 O -3.532 1.039 -0.632  C15 1.468, C17 1.353
17 C -4.352 0.472 0.283  O16 1.353, O18 1.150, H40 1.101
18 O -4.935 1.099 1.051  C17 1.150
19 Si 0.977 -0.456 -2.631  C13 1.937, C20 1.900, C21 1.888, C22 1.887
20 C 0.066 -0.483 -4.297  Si19 1.900, H41 1.088, H42 1.089, H43 1.087
21 C 2.453 -1.622 -2.798  Si19 1.888, H44 1.085, H45 1.091, H46 1.087
22 C 1.612 1.309 -2.417  Si19 1.887, H47 1.091, H48 1.087, H49 1.088
23 H -0.275 1.268 5.361  C1 1.084
24 H -0.518 2.364 4.027  C1 1.087
25 H 0.959 2.523 5.013  C1 1.084
26 H 2.012 1.146 3.471  C2 1.084
27 H 1.060 -0.125 4.281  C2 1.086
28 H 1.688 -0.980 1.583  C4 1.085
29 H 1.595 0.273 0.406  C4 1.086
30 H 1.073 -3.186 -0.858  C6 1.090
31 H 2.253 -2.223 -0.001  C6 1.087
32 H 0.866 -2.951 2.144  C7 1.090
33 H 0.372 -4.285 1.068  C7 1.083
34 H 2.912 -3.575 2.119  N8 1.016
35 H 2.250 -5.023 1.966  N8 1.016
36 H -1.137 0.882 -2.137  C14 1.090
37 H -2.244 -0.431 -2.055  C14 1.083
38 H -1.675 1.699 -0.077  C15 1.090
39 H -2.176 0.136 0.634  C15 1.088
40 H -4.476 -0.621 0.300  C17 1.101
41 H -0.431 0.475 -4.435  C20 1.088
42 H 0.813 -0.545 -5.088  C20 1.089
43 H -0.651 -1.298 -4.351  C20 1.087
44 H 3.022 -1.763 -1.885  C21 1.085
45 H 3.138 -1.141 -3.497  C21 1.091
46 H 2.105 -2.562 -3.216  C21 1.087
47 H 2.475 1.422 -3.074  C22 1.091
48 H 0.882 2.029 -2.778  C22 1.087
49 H 1.909 1.569 -1.403  C22 1.088
50 C -1.544 4.693 1.019  N51 1.491, H54 1.085, H55 1.086, H56 1.086
51 N -0.412 4.667 0.050  C50 1.491, O52 1.218, O53 1.213
52 O -0.321 3.693 -0.675  N51 1.218
53 O 0.341 5.618 0.053  N51 1.213
54 H -2.127 3.787 0.892  C50 1.085
55 H -1.120 4.747 2.018  C50 1.086
56 H -2.141 5.574 0.800  C50 1.086

Löwdin atomic charge list, values in e, 2 entries: C -0.16; C -0.51

***

2 unconnected molecules or ions with the total composition C16H32N4O in a non-equilibrium geometry, computed with ωB97M-V/def2-TZVPD.

For the relative energy (zero: lowest compared OMol25 entry of this formula, charge and spin), the calculation gives 65.6 kcal/mol. The value obtained for the LUMO energy (spin up / spin down) is -3.8148 / -3.8155 eV. As for the total charge: +1. The orbital gap (spin up / spin down) comes out at 7.18 / 7.79 eV. As for the spin multiplicity: 2.

Last columns: bonded neighbours and bond lengths (Å).
Positions of all 53 atoms, in Å:
1 C 0.189 -3.693 -4.401  C2 1.597, H11 1.133, H12 1.147, H13 1.146
2 C -0.206 -3.978 -2.880  C1 1.597, C3 1.592, H14 1.136, H15 1.148
3 C 0.901 -4.751 -2.037  C2 1.592, C4 1.604, H16 1.149, H17 1.133
4 C 2.288 -3.958 -1.900  C3 1.604, N5 1.495, H18 1.145, H19 1.145
5 N 2.216 -2.774 -0.990  C4 1.495, N6 1.381, H20 1.033
6 N 2.897 -1.690 -1.510  N5 1.381, C7 1.413, C10 1.465
7 C 4.143 -1.581 -2.167  N6 1.413, C8 1.565, H21 1.127
8 C 4.437 -0.102 -2.586  C7 1.565, N9 1.445, H22 1.123
9 N 3.256 0.581 -2.110  C8 1.445, C10 1.473, H23 1.021
10 C 2.328 -0.343 -1.436  N6 1.465, N9 1.473, H24 1.128
11 H 0.726 -4.546 -4.920  C1 1.133
12 H -0.798 -3.550 -4.968  C1 1.147
13 H 0.742 -2.695 -4.511  C1 1.146
14 H -0.552 -2.999 -2.417  C2 1.136
15 H -1.133 -4.655 -2.906  C2 1.148
16 H 1.155 -5.700 -2.631  C3 1.149
17 H 0.467 -5.094 -1.048  C3 1.133
18 H 3.064 -4.688 -1.481  C4 1.145
19 H 2.596 -3.693 -2.970  C4 1.145
20 H 2.593 -2.983 -0.051  N5 1.033
21 H 4.769 -2.501 -2.350  C7 1.127
22 H 5.353 0.257 -3.130  C8 1.123
23 H 3.139 1.585 -2.257  N9 1.021
24 H 1.357 -0.027 -0.958  C10 1.128
25 C -0.691 0.980 3.572  C26 1.546, H36 1.085, H37 1.094, H38 1.094
26 C -1.117 0.968 2.086  C25 1.546, C27 1.541, N31 1.491, C35 1.552
27 C -0.071 1.683 1.209  C26 1.541, C28 1.522, H39 1.099, H40 1.096
28 C -0.114 3.201 1.318  C27 1.522, C29 1.526, H41 1.094, H42 1.094
29 C -1.524 3.715 1.048  C28 1.526, C30 1.543, H43 1.095, H44 1.097
30 C -2.584 3.049 1.951  C29 1.543, N31 1.499, C33 1.549, C34 1.548
31 N -2.482 1.554 1.954  C26 1.491, C30 1.499, O32 1.352
32 O -2.992 1.113 0.782  N31 1.352
33 C -2.437 3.617 3.386  C30 1.549, H45 1.093, H46 1.093, H47 1.088
34 C -3.989 3.535 1.522  C30 1.548, H48 1.092, H49 1.092, H50 1.094
35 C -1.057 -0.543 1.736  C26 1.552, H51 1.094, H52 1.093, H53 1.095
36 H -0.686 1.960 4.040  C25 1.085
37 H -1.346 0.338 4.168  C25 1.094
38 H 0.329 0.598 3.683  C25 1.094
39 H -0.228 1.413 0.155  C27 1.099
40 H 0.937 1.333 1.460  C27 1.096
41 H 0.237 3.518 2.304  C28 1.094
42 H 0.578 3.641 0.593  C28 1.094
43 H -1.544 4.800 1.186  C29 1.095
44 H -1.767 3.540 -0.007  C29 1.097
45 H -2.990 3.013 4.110  C33 1.093
46 H -2.837 4.633 3.446  C33 1.093
47 H -1.404 3.710 3.716  C33 1.088
48 H -4.212 3.317 0.475  C34 1.092
49 H -4.076 4.618 1.632  C34 1.092
50 H -4.765 3.076 2.142  C34 1.094
51 H -1.800 -1.111 2.304  C35 1.094
52 H -0.073 -0.954 1.977  C35 1.093
53 H -1.224 -0.736 0.672  C35 1.095

Löwdin atomic charge list, values in e, 2 entries: C -0.14; C -0.26

***

| no. | DFT total energy (eV) |
| --- | --- |
| 1 | -18068.6616 |
| 2 | -52063.6871 |
| 3 | -25107.1700 |